# 1
Entry from the Open Molecules 2025 dataset: a structure of composition C42H38IrNO3P2 in a non-equilibrium geometry (ωB97M-V/def2-TZVPD).

The geometry in XYZ format:
```
87
Properties=species:S:1:pos:R:3
Ir 0.443 -0.971 -0.952
N -0.525 -2.326 -2.260
C -0.037 -3.771 -2.393
C 1.404 -3.981 -2.752
C 2.379 -3.364 -1.763
O 3.519 -3.741 -1.751
O 1.929 -2.415 -0.795
H -1.490 -2.414 -2.046
H -0.459 -1.825 -3.152
H -0.662 -4.358 -3.118
H -0.290 -4.310 -1.412
H 1.489 -3.687 -3.811
H 1.617 -5.046 -2.706
C -4.711 1.919 3.075
C -3.244 2.052 2.679
C -2.543 3.239 3.384
C -2.493 0.757 2.997
C -2.845 -0.125 4.065
C -2.006 -1.195 4.377
C -0.888 -1.449 3.612
C -0.521 -0.631 2.507
P 0.851 -1.028 1.374
C 2.278 -0.039 1.777
C 2.216 1.092 2.632
C 3.361 1.825 2.813
C 4.583 1.453 2.242
C 4.597 0.378 1.369
C 3.474 -0.358 1.110
C 1.275 -2.724 1.766
C 2.542 -3.255 2.028
C 2.804 -4.615 1.818
C 1.774 -5.531 1.470
C 0.496 -5.001 1.303
C 0.232 -3.654 1.535
C -1.290 0.513 2.295
O -0.945 1.398 1.263
C -2.006 1.839 0.495
C -1.828 1.828 -0.891
C -2.790 2.525 -1.641
C -3.870 3.100 -1.010
C -4.134 3.006 0.375
C -3.173 2.314 1.145
P -0.376 1.008 -1.602
C 1.068 2.136 -1.493
C 2.287 1.787 -2.047
C 3.356 2.704 -2.137
C 3.203 3.977 -1.576
C 1.978 4.298 -0.985
C 0.927 3.398 -0.917
C -0.796 0.909 -3.418
C 0.131 1.077 -4.448
C -0.050 0.402 -5.661
C -1.237 -0.271 -5.934
C -2.280 -0.222 -5.003
C -1.995 0.292 -3.732
H -4.867 1.751 4.134
H -5.200 1.106 2.529
H -5.302 2.834 2.917
H -2.706 3.081 4.491
H -2.951 4.192 3.018
H -1.450 3.313 3.206
H -3.811 0.059 4.538
H -2.282 -1.906 5.173
H -0.231 -2.270 3.909
H 1.307 1.322 3.238
H 3.278 2.711 3.430
H 5.511 1.975 2.440
H 5.582 0.104 1.016
H 3.444 -1.174 0.391
H 3.353 -2.585 2.367
H 3.827 -4.949 2.053
H 1.999 -6.556 1.338
H -0.382 -5.677 1.093
H -0.749 -3.249 1.413
H -2.638 2.665 -2.709
H -4.515 3.672 -1.628
H -5.079 3.428 0.748
H 2.410 0.774 -2.411
H 4.265 2.366 -2.669
H 4.056 4.636 -1.517
H 1.768 5.251 -0.497
H 0.041 3.589 -0.320
H 1.054 1.658 -4.289
H 0.776 0.368 -6.384
H -1.325 -0.833 -6.877
H -3.161 -0.791 -5.279
H -2.754 0.212 -2.962
```

Calculated values
Spin multiplicity: 5
HOMO energy (alpha / beta): -0.454 / -0.514 Ha
Charge: +2

Löwdin atomic charge list, values in e, 8 entries:
1. Ir 1.175
2. N -0.103
3. C -0.205
4. C -0.098
5. C -0.482
6. O 0.135
7. O -0.332
8. H 0.087

# 2
Entry from the Open Molecules 2025 dataset: the molecule C42H39BF6O2 in a non-equilibrium geometry (ωB97M-V/def2-TZVPD).

The geometry in XYZ format:
```
90
Properties=species:S:1:pos:R:3
C 0.269 4.390 1.809
C 0.167 3.185 2.732
C 0.582 3.642 4.113
O 1.096 2.178 2.227
B 0.322 1.293 1.505
C 0.677 0.731 -0.240
C 0.097 -0.671 -0.091
C -1.414 -0.899 -0.217
C -2.033 -2.107 -0.469
C -3.500 -2.269 -0.182
C -4.060 -1.785 1.016
C -5.359 -2.139 1.387
C -6.172 -2.868 0.511
C -5.675 -3.264 -0.736
C -4.349 -2.982 -1.076
C -1.361 -3.318 -1.034
C -0.179 -3.213 -1.795
C 0.516 -4.322 -2.265
C -0.052 -5.594 -2.132
C -1.269 -5.733 -1.455
C -1.891 -4.628 -0.877
C 0.582 -1.319 1.205
C 1.898 -1.762 1.220
C 2.534 -1.939 2.436
C 1.797 -1.874 3.618
C 0.415 -1.615 3.566
C -0.191 -1.310 2.344
C 2.152 0.701 -0.202
C 2.898 -0.006 -1.127
C 4.355 -0.398 -0.940
F 5.160 0.120 -1.922
F 4.857 0.032 0.252
F 4.505 -1.772 -0.986
C 2.277 -0.504 -2.309
C 0.974 -0.149 -2.563
C 0.326 -0.718 -3.806
F 0.830 -1.947 -4.158
F -1.023 -0.871 -3.616
F 0.498 0.083 -4.898
C 0.199 0.868 -1.776
C 0.252 2.067 -2.724
C 1.613 2.726 -2.741
C 2.556 2.328 -3.681
C 3.885 2.708 -3.538
C 4.247 3.592 -2.518
C 3.272 4.096 -1.651
C 1.942 3.692 -1.792
O -1.038 1.496 1.580
C -1.239 2.456 2.645
C -1.599 1.662 3.902
C -2.417 3.289 2.193
H -0.353 5.218 2.175
H 1.312 4.735 1.783
H -0.027 4.144 0.780
H -0.160 4.363 4.484
H 0.663 2.830 4.848
H 1.545 4.169 4.075
H 0.491 -1.314 -0.868
H -2.041 -0.022 -0.008
H -3.422 -1.199 1.686
H -5.733 -1.844 2.364
H -7.194 -3.127 0.797
H -6.302 -3.810 -1.435
H -3.951 -3.333 -2.025
H 0.166 -2.214 -2.039
H 1.478 -4.179 -2.744
H 0.454 -6.462 -2.554
H -1.741 -6.711 -1.368
H -2.812 -4.765 -0.313
H 2.449 -1.838 0.292
H 3.616 -2.105 2.455
H 2.281 -2.046 4.580
H -0.190 -1.618 4.476
H -1.240 -1.018 2.292
H 2.673 1.174 0.627
H 2.871 -1.084 -3.036
H -0.857 0.565 -1.773
H -0.058 1.757 -3.718
H -0.463 2.807 -2.330
H 2.250 1.669 -4.497
H 4.634 2.295 -4.212
H 5.288 3.906 -2.420
H 3.538 4.787 -0.850
H 1.163 4.082 -1.135
H -1.907 2.339 4.707
H -2.444 0.991 3.689
H -0.763 1.042 4.256
H -2.707 4.009 2.965
H -2.170 3.825 1.270
H -3.264 2.625 1.980
```

Calculated values
Spin multiplicity: 1
SMILES string: CC1(C)OB([C@]2([C@H](C=C(c3ccccc3)c3ccccc3)c3ccccc3)C=C(C(F)(F)F)C=C(C(F)(F)F)[C@@H]2Cc2ccccc2)OC1(C)C
HOMO energy: -0.291 Ha

Löwdin atomic charge list, values in e, 8 entries:
1. C -0.013
2. C -0.440
3. C -0.010
4. O 0.150
5. B -0.468
6. C -0.085
7. C -0.261
8. C 0.018

# 3
Entry from the Open Molecules 2025 dataset: a cluster of 3 separate species, C42H39Cl2N2O5 in total (ωB97M-V/def2-TZVPD).

The geometry in XYZ format:
```
90
Properties=species:S:1:pos:R:3
C 2.534 5.966 -3.373
C 1.376 5.392 -4.187
C 0.829 4.071 -3.609
C 0.637 4.074 -2.121
C 1.468 3.341 -1.248
C 2.572 2.431 -1.743
Cl 3.993 2.568 -0.675
C 2.110 0.966 -1.842
C 0.900 0.763 -2.736
Cl 1.761 0.308 -0.224
C 1.227 3.444 0.099
C 0.166 4.235 0.535
N -0.605 4.897 -0.285
N -0.355 4.800 -1.580
C -1.293 5.597 -2.426
C -2.639 5.825 -1.763
C -3.393 4.500 -1.595
C -4.014 4.001 -2.900
O -3.500 2.694 -3.153
H 3.285 5.201 -3.168
H 3.002 6.793 -3.901
H 2.179 6.355 -2.416
H 1.696 5.188 -5.208
H 0.573 6.122 -4.269
H -0.127 3.832 -4.080
H 1.494 3.260 -3.879
H 2.950 2.726 -2.716
H 2.944 0.394 -2.243
H 0.564 -0.270 -2.664
H 1.158 0.944 -3.781
H 0.057 1.399 -2.461
H 1.839 2.918 0.817
H -0.059 4.327 1.589
H -1.453 5.042 -3.346
H -0.795 6.542 -2.631
H -2.543 6.371 -0.830
H -3.195 6.467 -2.449
H -4.123 4.557 -0.793
H -2.678 3.723 -1.312
H -5.104 3.992 -2.837
H -3.741 4.666 -3.728
H -3.807 2.403 -4.016
C -0.321 -8.976 -2.889
C -1.689 -9.139 -2.703
C -2.462 -8.082 -2.252
C -1.867 -6.857 -1.978
C -0.489 -6.697 -2.153
C 0.279 -7.758 -2.615
C 0.181 -5.406 -1.838
O 1.374 -5.252 -1.996
C -0.667 -4.294 -1.312
C -0.058 -3.093 -0.968
C -0.822 -2.047 -0.480
C -2.200 -2.191 -0.344
C -2.811 -3.385 -0.688
C -2.045 -4.442 -1.167
C -2.721 -5.730 -1.508
O -3.922 -5.847 -1.401
H 0.278 -9.803 -3.247
H -2.153 -10.094 -2.910
H -3.527 -8.193 -2.107
H 1.342 -7.618 -2.751
H 1.016 -2.999 -1.075
H -0.331 -1.127 -0.194
H -2.795 -1.373 0.040
H -3.879 -3.517 -0.584
C 1.623 -4.163 3.316
C 0.863 -3.301 2.532
C 0.544 -2.039 3.004
C 0.967 -1.636 4.263
C 1.708 -2.511 5.059
C 2.041 -3.771 4.577
C 2.146 -2.119 6.430
O 2.797 -2.871 7.119
C 1.748 -0.767 6.923
C 2.101 -0.394 8.213
C 1.754 0.859 8.690
C 1.060 1.748 7.877
C 0.705 1.381 6.590
C 1.042 0.121 6.109
C 0.631 -0.261 4.729
O 0.049 0.523 4.004
H 1.882 -5.145 2.944
H 0.528 -3.609 1.551
H -0.038 -1.353 2.403
H 2.625 -4.433 5.202
H 2.644 -1.095 8.832
H 2.025 1.145 9.697
H 0.793 2.727 8.251
H 0.160 2.060 5.949
```

Calculated values
Spin multiplicity: 1
HOMO energy: -0.414 Ha
Charge: +1

Löwdin atomic charge list, values in e, 8 entries:
1. C -0.074
2. C -0.212
3. C -0.121
4. C -0.107
5. C -0.170
6. C -0.659
7. Cl 0.709
8. C -0.705